{"formula": "C16H19B11Br6N5SScSe", "method": "ωB97M-V/def2-TZVPD", "symbols": ["Sc", "Br", "B", "B", "C", "B", "B", "B", "B", "B", "Br", "B", "Br", "B", "Br", "B", "Br", "B", "Br", "H", "H", "H", "H", "H", "H", "C", "N", "C", "C", "N", "C", "S", "C", "C", "C", "C", "C", "N", "H", "H", "H", "H", "H", "H", "H", "H", "H", "Se", "N", "C", "C", "C", "C", "C", "C", "N", "H", "H", "H", "H"], "xyz": [[0.828, -0.673, 0.541], [-0.585, -2.905, 1.412], [-1.426, -2.454, 3.207], [-2.678, -3.387, 4.070], [-3.513, -2.201, 4.966], [-3.042, -1.744, 3.397], [-2.986, -0.584, 4.781], [-2.625, -1.515, 6.242], [-2.442, -3.217, 5.813], [-0.989, -3.384, 4.694], [0.166, -4.943, 4.618], [-0.962, -2.219, 6.122], [0.173, -2.476, 7.665], [-1.299, -0.538, 5.404], [-0.497, 1.074, 6.129], [-1.617, -0.738, 3.622], [-0.988, 0.609, 2.248], [-0.334, -1.703, 4.399], [1.510, -1.322, 3.762], [-3.213, -4.331, 3.649], [-4.568, -2.370, 5.127], [-3.826, -1.597, 2.549], [-3.731, 0.311, 4.825], [-3.130, -1.227, 7.251], [-2.824, -4.055, 6.529], [-3.661, -2.221, -2.477], [-2.275, -2.509, -2.707], [-1.794, -3.483, -3.524], [-0.438, -3.369, -3.571], [-0.077, -2.314, -2.762], [-1.236, -1.803, -2.217], [-1.387, -0.527, -1.111], [1.150, -1.615, -2.826], [1.887, -1.662, -4.011], [2.947, -0.790, -4.188], [3.198, 0.145, -3.191], [2.470, 0.082, -2.021], [1.478, -0.812, -1.789], [-4.227, -3.144, -2.362], [-4.077, -1.682, -3.332], [-3.770, -1.604, -1.588], [-2.435, -4.181, -4.030], [0.262, -3.983, -4.103], [1.611, -2.329, -4.814], [3.532, -0.803, -5.098], [3.946, 0.911, -3.325], [2.670, 0.804, -1.233], [4.293, -1.958, 0.904], [2.947, -0.683, 0.929], [3.486, 0.439, 1.473], [2.824, 1.663, 1.678], [3.519, 2.700, 2.262], [4.866, 2.561, 2.659], [5.549, 1.385, 2.467], [4.868, 0.307, 1.862], [5.385, -0.888, 1.616], [1.784, 1.802, 1.342], [3.029, 3.650, 2.424], [5.368, 3.402, 3.115], [6.582, 1.258, 2.749]], "largest_force_ev_per_a": 1.98, "multiplicity": 1, "total_charge": 4, "homo_energy_ha": [-0.70913, -0.70549]}